[1]
The following is a quantum chemistry calculation of C34H27AsCl3IO4PS4Tc as an isolated structure, from OMol25.

Geometry (Å):
Tc  0.07175  -0.13291  0.50365
I  0.93210  2.48434  0.80077
C  -0.81107  3.51419  1.24115
C  -0.85136  4.15424  2.44260
C  -1.92553  5.02293  2.71839
C  -2.84222  5.28083  1.74382
C  -2.79134  4.62112  0.48768
C  -3.68818  4.98209  -0.54354
C  -3.61600  4.38535  -1.76715
C  -2.74786  3.29738  -1.95112
C  -1.88086  2.87374  -0.96586
P  -1.11565  1.24515  -1.34055
C  -0.07423  1.52135  -2.81489
C  1.30179  1.72778  -2.69845
C  2.06780  2.04227  -3.81248
C  1.47545  2.12691  -5.06294
C  0.11277  1.89578  -5.19549
C  -0.65986  1.60031  -4.08213
C  -2.56661  0.29416  -1.93041
C  -3.81929  0.53624  -1.35506
C  -4.92726  -0.19910  -1.74071
C  -4.80763  -1.18566  -2.70862
C  -3.57662  -1.42434  -3.30259
C  -2.46109  -0.69646  -2.91372
C  -1.80553  3.62643  0.24446
H  -0.06418  4.01689  3.17234
H  -1.98197  5.51379  3.68030
H  -3.62099  6.01533  1.90917
H  -4.41869  5.75797  -0.34832
H  -4.25356  4.70584  -2.58028
H  -2.80506  2.76165  -2.88835
H  1.79073  1.64367  -1.73908
H  3.13030  2.22004  -3.69859
H  2.07285  2.36826  -5.93323
H  -0.35726  1.95032  -6.16924
H  -1.71836  1.42906  -4.21585
H  -3.93107  1.30512  -0.60117
H  -5.89006  0.00182  -1.28904
H  -5.67358  -1.76146  -3.00912
H  -3.48332  -2.16872  -4.08285
H  -1.51880  -0.88304  -3.40695
S  2.74728  -1.15031  -2.64896
As  2.65105  -2.83411  -3.77626
S  0.83697  -3.19151  -0.96342
S  0.33804  -1.32046  -1.46334
S  1.00424  -4.03599  -2.80248
Cl  -2.29194  -0.64815  0.99468
C  -2.46635  -0.13330  2.73420
Cl  -3.14778  1.49167  2.74860
Cl  -3.50892  -1.25266  3.53261
C  -1.02986  -0.08475  3.34997
O  -0.90981  -0.32393  4.51139
O  -0.09545  0.27524  2.50611
C  5.49498  -5.45645  3.60692
C  4.52854  -4.44015  3.07155
C  3.32687  -4.17830  3.71178
C  2.42204  -3.24781  3.22502
C  1.14852  -3.00157  3.99511
C  2.75784  -2.54596  2.05092
C  4.00307  -2.74254  1.41438
C  4.44546  -1.95678  0.20503
C  4.84592  -3.70697  1.92698
C  1.77212  -1.65727  1.45171
O  2.05057  -0.52267  0.90700
O  0.51789  -1.97426  1.35501
H  5.06012  -6.03983  4.41499
H  6.38931  -4.95979  3.98784
H  5.81852  -6.13440  2.81656
H  3.08079  -4.70940  4.62504
H  1.28915  -3.26892  5.04090
H  0.33140  -3.61255  3.60657
H  0.83723  -1.96228  3.96119
H  3.77176  -2.10332  -0.64272
H  5.44226  -2.27077  -0.09992
H  4.46972  -0.88674  0.41155
H  5.79801  -3.88363  1.43693

Output
net charge	+2
HOMO energy	-0.4935	Eh
orbital gap	5.12	eV


[2]
The following is a quantum chemistry calculation of C34H27AsN3O4Ru as an isolated structure, from OMol25.

Geometry (Å):
Ru  0.53537  1.39710  0.17869
O  1.90834  1.42064  1.87417
C  1.78490  2.03290  2.98092
C  2.94897  2.56599  3.61929
C  2.86553  3.21023  4.81139
C  1.62341  3.37513  5.48606
C  0.49683  2.88008  4.92024
C  0.52250  2.19657  3.66444
C  -0.69668  1.75648  3.15708
N  -0.88416  1.16801  1.97749
N  -2.16524  0.90311  1.74155
C  -2.39688  0.73253  0.42586
O  -1.55297  0.99575  -0.46737
C  -3.76383  0.30258  0.03654
C  -4.14371  0.38643  -1.29922
C  -5.40000  -0.04231  -1.69478
C  -6.28117  -0.56364  -0.75644
C  -5.90824  -0.64074  0.57908
C  -4.65593  -0.20096  0.97833
H  3.89128  2.44638  3.10134
H  3.76472  3.61553  5.25945
H  1.58585  3.89928  6.43040
H  -0.46203  3.00528  5.40870
H  -1.59456  1.94139  3.74224
H  -3.44230  0.79199  -2.01615
H  -5.69342  0.02888  -2.73443
H  -7.26243  -0.90147  -1.06490
H  -6.59772  -1.03942  1.31190
H  -4.35451  -0.25110  2.01535
N  1.54021  2.81706  -1.44647
C  2.02430  3.96417  -0.65610
C  1.03487  4.34070  0.45688
O  1.22497  5.38818  1.04990
O  0.08003  3.50072  0.65774
H  2.25298  2.47227  -2.07882
H  0.74552  3.09264  -2.01516
H  2.21394  4.84898  -1.26524
H  2.96230  3.67823  -0.17738
C  2.45184  -3.55370  -5.23377
C  1.43841  -2.69225  -5.62682
C  0.87929  -1.81540  -4.70727
C  1.31791  -1.80512  -3.38585
C  2.33290  -2.67248  -2.99635
C  2.89888  -3.54066  -3.92010
As  0.40054  -0.56802  -2.18063
C  -0.74087  -1.83869  -1.25379
C  -1.94508  -2.35000  -1.70309
C  -2.69862  -3.16251  -0.86525
C  -2.25402  -3.43985  0.42078
C  -1.04193  -2.93565  0.87039
C  -0.27182  -2.14315  0.02755
C  1.06357  -1.59638  0.34339
C  1.84778  -1.94672  1.43988
C  3.15055  -1.48891  1.52761
C  3.69692  -0.68379  0.53098
C  2.92141  -0.30673  -0.54964
C  1.59378  -0.73763  -0.63575
H  2.89446  -4.23311  -5.95057
H  1.08777  -2.69657  -6.65091
H  0.09980  -1.13258  -5.02753
H  2.68121  -2.68414  -1.97117
H  3.68897  -4.21247  -3.60949
H  -2.31088  -2.11288  -2.69468
H  -3.64720  -3.55639  -1.20678
H  -2.85704  -4.05247  1.07827
H  -0.70338  -3.16117  1.87396
H  1.45108  -2.59575  2.20988
H  3.75694  -1.76858  2.37948
H  4.72095  -0.34370  0.60739
H  3.34488  0.31185  -1.33270

Output
energy above the lowest of the compared OMol25 structures with the same formula, charge and spin	24.06	kJ/mol
HOMO energy (alpha / beta)	-0.2751 / -0.2818	Eh
2S+1	6
orbital gap (alpha / beta)	7.46 / 5.56	eV


[3]
The following is a quantum chemistry calculation of C34H27BrCl2N5O4RhS as an isolated structure at a distorted geometry, from OMol25.

Geometry (Å):
Rh  1.34264  0.44337  -0.70014
Cl  6.98223  3.76736  -3.76785
C  5.81394  2.92767  -2.80506
C  6.21671  2.37457  -1.57891
C  5.40532  1.55600  -0.84238
Cl  5.97015  0.87057  0.63067
C  4.07093  1.20072  -1.28624
O  3.38341  0.35238  -0.61493
C  3.66330  1.86684  -2.48414
C  2.34729  1.82483  -3.06181
O  1.27062  1.39275  -2.55377
C  4.58403  2.64410  -3.26248
H  7.17979  2.67448  -1.22042
H  2.20795  2.22463  -4.08044
H  4.19745  3.13355  -4.14675
Br  -6.88867  1.28951  7.01675
C  -4.99725  1.28707  6.90760
C  -4.22744  2.32850  7.37645
C  -2.84440  2.33956  7.23507
C  -2.24638  1.25188  6.59585
C  -3.02171  0.22457  6.06274
C  -4.42015  0.23077  6.20854
N  -0.84770  1.30871  6.48256
N  -0.35191  0.54116  5.49908
C  0.28320  1.02120  4.46319
C  0.56288  2.41316  4.17511
C  1.14628  2.74375  2.95521
C  1.29277  1.84701  1.91169
O  1.51720  2.21656  0.68418
C  1.08191  0.43525  2.18196
N  1.20634  -0.44493  1.13208
C  0.88029  -1.70694  1.29515
C  0.44370  -2.17353  2.49763
C  0.22296  -1.31021  3.55290
C  0.61792  0.03257  3.42587
H  -4.80880  3.09282  7.87527
H  -2.26591  3.17845  7.57229
H  -2.50831  -0.59886  5.56504
H  -5.04356  -0.53851  5.77783
H  0.35187  3.14376  4.95055
H  1.43382  3.75621  2.77197
H  0.98942  -2.45777  0.49628
H  0.24054  -3.19112  2.64381
H  -0.12239  -1.63228  4.50212
C  -2.28632  2.65222  -3.60047
C  -2.94107  1.48308  -2.86216
N  -2.33518  0.12789  -3.13531
C  -2.77013  -0.52233  -4.42237
C  -1.73472  -0.36828  -5.54554
C  -1.31432  -0.40072  -2.42990
S  -0.94952  0.24885  -0.75966
N  -0.80317  -1.52407  -2.83518
C  0.29633  -2.11604  -2.39308
O  1.30785  -1.48121  -2.02145
C  0.40181  -3.61101  -2.43577
C  -0.73921  -4.36634  -2.65805
C  -0.64515  -5.75590  -2.50586
C  0.56582  -6.35418  -2.16946
C  1.71054  -5.58911  -2.01589
C  1.62032  -4.20110  -2.09044
H  -2.88311  3.51981  -3.49304
H  -2.25240  2.42323  -4.66409
H  -1.30507  2.90529  -3.17685
H  -3.94511  1.43300  -3.16105
H  -2.89943  1.63499  -1.81364
H  -3.75055  -0.06535  -4.65473
H  -2.77069  -1.59157  -4.24533
H  -1.70363  0.66393  -5.88410
H  -1.98630  -1.05208  -6.37680
H  -0.75088  -0.64416  -5.12467
H  -1.67091  -3.91123  -2.98294
H  -1.53417  -6.34332  -2.77793
H  0.63590  -7.43538  -2.05892
H  2.65721  -6.07576  -1.79267
H  2.46298  -3.56530  -1.95275

Output
energy above the lowest of the compared OMol25 structures with the same formula, charge and spin	0.00	kJ/mol
HOMO energy (alpha / beta)	-0.2360 / -0.2994	Eh
2S+1	5
orbital gap (alpha / beta)	5.76 / 5.99	eV


[4]
The following is a quantum chemistry calculation of C34H27ClCsN2O7PS2 as an isolated structure, from OMol25.

Geometry (Å):
Cs  1.95186  -0.14699  0.59532
C  -3.00372  -3.27405  6.93220
C  -2.87830  -2.07190  6.03356
C  -2.97713  -2.18279  4.65615
C  -2.80193  -1.07061  3.83562
C  -2.52358  0.16131  4.39015
C  -2.41735  0.28441  5.77203
C  -2.60372  -0.81549  6.58218
S  -2.19883  1.61232  3.37035
O  -2.44056  1.11358  2.00627
O  -3.16316  2.59971  3.82934
N  -0.76150  2.07561  3.67701
C  0.32478  1.31423  3.08207
C  0.60923  -0.10420  3.68014
O  0.68870  -0.22351  4.90540
O  0.80873  -1.00862  2.80221
H  -3.39796  -4.13448  6.38825
H  -3.66644  -3.07382  7.77783
H  -2.02841  -3.55482  7.33850
H  -3.17120  -3.15431  4.21007
H  -2.86272  -1.14665  2.75729
H  -2.15621  1.25278  6.17980
H  -2.50322  -0.72142  7.65928
H  1.25000  1.89346  3.22743
H  0.19636  1.22416  1.99041
Cl  -0.95252  -2.16971  0.72520
C  -1.98613  -2.83666  -0.49364
C  -3.04515  -3.63755  -0.09443
C  -3.90141  -4.16174  -1.04899
C  -3.70261  -3.87972  -2.39043
C  -2.65023  -3.06453  -2.77899
C  -1.77467  -2.52289  -1.83983
P  -0.30425  -1.50226  -2.25319
C  -0.46277  -1.42145  -4.08975
C  0.28164  -2.33247  -4.83697
C  0.21025  -2.35332  -6.22250
C  -0.60556  -1.44551  -6.88427
C  -1.34249  -0.52564  -6.15119
C  -1.27403  -0.51281  -4.76497
C  -0.84076  0.19954  -1.78695
C  0.09420  1.21709  -2.01045
C  -0.17003  2.51291  -1.59915
C  -1.37077  2.81179  -0.96614
C  -2.30192  1.81098  -0.74584
C  -2.03839  0.51044  -1.15744
H  -3.19400  -3.83537  0.95871
H  -4.73000  -4.78572  -0.73759
H  -4.37308  -4.28698  -3.13720
H  -2.50352  -2.83910  -3.82762
H  0.93410  -3.03012  -4.32332
H  0.79993  -3.06774  -6.78363
H  -0.65960  -1.44760  -7.96612
H  -1.97543  0.19174  -6.65985
H  -1.84893  0.21394  -4.20367
H  1.05785  0.99032  -2.45376
H  0.58201  3.28060  -1.73634
H  -1.55696  3.81014  -0.59179
H  -3.20121  2.01628  -0.18499
H  -2.76285  -0.26176  -0.93019
O  5.40273  2.61539  1.87469
S  5.83379  1.86670  0.72181
O  7.01471  1.05031  0.89080
N  4.62469  1.05647  0.03283
C  4.34802  1.51085  -1.20597
O  3.47058  1.05533  -1.94156
C  5.21692  2.68054  -1.60677
C  5.18954  3.39964  -2.78877
C  6.08989  4.44712  -2.94202
C  6.99677  4.76218  -1.93345
C  7.02119  4.03486  -0.74820
C  6.11822  2.99997  -0.61871
H  4.47687  3.14322  -3.56231
H  6.08422  5.02796  -3.85668
H  7.68874  5.58419  -2.07172
H  7.71869  4.27226  0.04447

Output
net charge	-2
energy above the lowest of the compared OMol25 structures with the same formula, charge and spin	84.12	kJ/mol
HOMO energy	-0.0641	Eh
orbital gap	5.26	eV


[5]
The following is a quantum chemistry calculation of C34H27HfI2N5O3S as an isolated structure at a distorted geometry, from OMol25.

Geometry (Å):
Hf  -0.17612  -0.07307  -0.25647
C  -4.99687  -0.30192  -1.93462
C  -4.06977  0.26386  -0.89513
C  -3.81090  1.63422  -0.83650
C  -2.95364  2.17076  0.10987
C  -2.32441  1.34025  1.02705
C  -2.57652  -0.03701  1.00252
C  -3.45862  -0.55432  0.04963
H  -5.99264  0.13427  -1.84591
H  -5.09688  -1.38304  -1.84208
H  -4.63473  -0.07386  -2.93938
H  -4.29810  2.29538  -1.54275
H  -2.77528  3.23727  0.13879
H  -1.72509  1.77528  1.81490
H  -2.23397  -0.65852  1.82353
H  -3.69981  -1.61022  0.06725
C  1.82847  3.81794  6.97407
C  1.72298  3.07653  5.67236
C  2.83186  2.94991  4.83698
C  2.74509  2.29360  3.62353
C  1.51273  1.75388  3.25303
C  0.38454  1.85629  4.06951
C  0.50533  2.51803  5.27370
S  1.43130  0.94023  1.74771
O  0.66874  1.71114  0.69458
O  2.75644  0.56605  1.34300
N  0.40745  -0.31538  1.84422
C  0.99878  -1.61777  1.74371
C  1.76482  -2.26311  2.69374
C  2.29237  -3.49366  2.34351
C  2.03944  -4.02926  1.07764
C  1.25097  -3.32208  0.20189
N  0.72363  -2.13276  0.53870
H  2.80995  3.68600  7.42616
H  1.07011  3.49055  7.68261
H  1.68486  4.88723  6.80437
H  3.78028  3.37185  5.14486
H  3.60735  2.19678  2.98010
H  -0.55973  1.41188  3.78351
H  -0.35571  2.60135  5.92477
H  1.94326  -1.80543  3.65693
H  2.90670  -4.04093  3.04667
H  2.44717  -4.98450  0.77995
H  1.01674  -3.69784  -0.78666
I  -1.91056  3.26221  -3.87974
C  -0.07189  2.34034  -3.70233
C  0.94364  2.65024  -4.64862
C  2.17026  2.05596  -4.59486
I  3.59610  2.57108  -6.00559
C  2.44161  1.09688  -3.57262
C  3.66183  0.40966  -3.41378
C  3.82606  -0.49497  -2.39747
C  2.77111  -0.73058  -1.52157
N  1.59766  -0.12199  -1.63509
C  1.42776  0.80673  -2.64840
C  0.16758  1.44436  -2.70602
O  -0.73628  1.07560  -1.76391
H  0.72845  3.37473  -5.42159
H  4.47133  0.61153  -4.10390
H  4.75901  -1.02035  -2.25604
H  2.88789  -1.41863  -0.69643
N  -3.48202  -5.45860  -4.80763
C  -2.98804  -4.67581  -4.12918
C  -2.36693  -3.69247  -3.27523
C  -1.88162  -2.50611  -3.80243
C  -1.29863  -1.59165  -2.94618
N  -1.16850  -1.80350  -1.62692
C  -1.64415  -2.95918  -1.13277
C  -2.24799  -3.92236  -1.90810
H  -1.95560  -2.28834  -4.85836
H  -0.93372  -0.65330  -3.33539
H  -1.53956  -3.11407  -0.06704
H  -2.61737  -4.83329  -1.45868

Output
net charge	+2
energy above the lowest of the compared OMol25 structures with the same formula, charge and spin	37.87	kJ/mol
HOMO energy	-0.4850	Eh
orbital gap	6.84	eV


[6]
The following is a quantum chemistry calculation of C34H27N7O2PRu as an isolated structure at a distorted geometry, from OMol25.

Geometry (Å):
Ru  0.80002  -0.01705  -0.28183
N  0.47604  -1.87329  0.77080
C  -0.54399  -2.08780  1.79539
C  -0.58716  -3.27672  2.50589
C  -1.56011  -3.41958  3.47931
C  -2.45204  -2.38433  3.75376
C  -2.38583  -1.19707  3.04794
C  -1.42175  -1.06330  2.04595
P  -1.11260  0.44883  1.14733
C  -2.56002  0.92120  0.21272
C  -2.50576  2.07182  -0.58274
C  -3.61908  2.46586  -1.30403
C  -4.78199  1.70510  -1.25315
C  -4.83330  0.55420  -0.48388
C  -3.72126  0.15200  0.24515
C  -0.90522  1.57763  2.54063
C  -1.89102  2.50450  2.86743
C  -1.72983  3.31837  3.98309
C  -0.59146  3.20293  4.76680
C  0.38666  2.26471  4.44809
C  0.22946  1.44695  3.34145
H  0.35549  -2.60908  0.07531
H  1.38714  -2.04989  1.19351
H  0.11703  -4.07615  2.30677
H  -1.61999  -4.34374  4.03784
H  -3.18526  -2.50127  4.53995
H  -3.04282  -0.37355  3.29728
H  -1.60640  2.66969  -0.62864
H  -3.58335  3.36532  -1.90394
H  -5.64908  2.00835  -1.82468
H  -5.73933  -0.03553  -0.44817
H  -3.77095  -0.75388  0.83427
H  -2.77782  2.60625  2.25446
H  -2.49429  4.04039  4.23766
H  -0.46714  3.83851  5.63372
H  1.27669  2.17767  5.05672
H  1.00952  0.73210  3.09891
O  4.50108  -0.49478  1.08280
C  3.48451  -0.54830  0.45417
O  2.44477  0.25527  0.66033
C  3.27567  -1.55895  -0.62741
C  4.27720  -2.46368  -1.01131
C  3.97456  -3.38959  -1.96238
C  2.66850  -3.44374  -2.51438
C  2.29623  -4.41393  -3.47822
C  1.02316  -4.45199  -3.96658
C  0.06168  -3.52002  -3.51309
C  0.39079  -2.56590  -2.59070
C  1.70889  -2.50786  -2.08116
N  2.06778  -1.55781  -1.14727
H  5.24221  -2.39430  -0.52817
H  4.71496  -4.10951  -2.28985
H  3.03794  -5.12860  -3.81260
H  0.74165  -5.19790  -4.69697
H  -0.94460  -3.55871  -3.90848
H  -0.34839  -1.83970  -2.27414
N  2.24404  1.12289  -4.41579
C  1.81672  0.11553  -3.66937
N  1.25138  0.59723  -2.55953
C  1.41514  1.93264  -2.72000
N  2.01215  2.30847  -3.82093
C  1.04707  2.83134  -1.64575
C  0.88159  4.18520  -1.87708
N  0.65489  5.05265  -0.89775
C  0.63896  4.52882  0.31927
C  0.76356  3.16808  0.56135
N  0.93086  2.27718  -0.42210
H  2.71870  1.08860  -5.30713
H  1.89380  -0.91006  -3.97394
H  0.94268  4.56678  -2.88871
H  0.51443  5.21039  1.15150
H  0.75623  2.80414  1.56433

Output
net charge	+2
energy above the lowest of the compared OMol25 structures with the same formula, charge and spin	67.40	kJ/mol
HOMO energy (alpha / beta)	-0.5196 / -0.5241	Eh
2S+1	2
orbital gap (alpha / beta)	7.69 / 7.47	eV